{"formula": "C16H27MgO11S3", "method": "wB97M-V/def2-TZVPD", "total_charge": -1, "orbital_gap_ev": 2.302, "elements": ["Mg", "C", "C", "C", "O", "C", "C", "C", "O", "O", "O", "H", "H", "O", "H", "C", "C", "C", "O", "C", "O", "O", "H", "H", "H", "H", "H", "H", "C", "S", "O", "C", "H", "H", "H", "H", "H", "H", "C", "S", "O", "C", "H", "H", "H", "H", "H", "H", "C", "S", "O", "C", "H", "H", "H", "H", "H", "H"], "positions_angstrom": [[8.677440, -22.140770, 16.259880], [9.549270, -16.435370, 19.449940], [10.269950, -15.721970, 20.482500], [11.538580, -16.492160, 21.051100], [12.094120, -15.853480, 21.958000], [11.830810, -17.846600, 20.530550], [11.006860, -18.412060, 19.617410], [9.822730, -17.739490, 19.156560], [9.067390, -18.090060, 18.142500], [11.441520, -19.609900, 19.187580], [10.138370, -14.581590, 20.840880], [8.779870, -15.812430, 19.018230], [12.662120, -18.413140, 20.923410], [6.109280, -23.554060, 14.529170], [5.446880, -23.815000, 13.860080], [6.624340, -20.335200, 8.726050], [5.866910, -19.170590, 9.288260], [6.319960, -18.716700, 10.619440], [6.833990, -17.363980, 10.381390], [6.770790, -17.101620, 9.091980], [7.311560, -16.183720, 8.482890], [6.078660, -18.058120, 8.475710], [7.655780, -20.293160, 9.076000], [6.583450, -20.315900, 7.636990], [6.165090, -21.238810, 9.126910], [4.869440, -19.604690, 9.356760], [7.030220, -19.380400, 11.112510], [5.450010, -18.634850, 11.271060], [14.096490, -22.250780, 12.273090], [12.494790, -21.406550, 11.803270], [11.712000, -21.244470, 13.132130], [13.348760, -19.706540, 11.909550], [14.114570, -23.320900, 12.066670], [14.207990, -22.185320, 13.355400], [14.981530, -21.945570, 11.714830], [12.555050, -18.959480, 11.914990], [13.911660, -19.650340, 10.977850], [14.018250, -19.653530, 12.768080], [10.566520, -28.413020, 17.945730], [11.752510, -27.249080, 17.174130], [10.940530, -25.960660, 17.063490], [12.961150, -26.972470, 18.514620], [11.167280, -29.197870, 18.405290], [9.858530, -28.609670, 17.140640], [9.996030, -27.838430, 18.675440], [13.559020, -26.083440, 18.313930], [13.609200, -27.793390, 18.821560], [12.508910, -26.499970, 19.386580], [8.506820, -23.016390, 23.411440], [7.069640, -23.011370, 22.192410], [7.627870, -22.747320, 20.797990], [6.302960, -21.379130, 22.677980], [8.461110, -22.609340, 24.421550], [9.335940, -22.441660, 22.998700], [8.895630, -24.026660, 23.539030], [5.748260, -20.851810, 21.901870], [7.121350, -20.669740, 22.800870], [5.662760, -21.340220, 23.559290]], "forces_ev_per_angstrom": [[-0.570, -0.067, -0.363], [0.377, 2.590, 2.880], [2.197, -1.595, -0.768], [-0.563, 0.775, 1.473], [0.235, -1.684, -1.212], [0.207, 3.157, 2.101], [3.179, -6.240, -1.352], [-4.043, 0.372, -5.258], [2.010, -1.367, 1.898], [-2.532, 3.416, 0.609], [-0.933, 0.826, 0.077], [-0.345, -0.662, -0.492], [0.120, 0.083, -0.153], [0.049, -0.058, 0.311], [0.664, 0.434, 0.239], [0.711, -0.364, 0.217], [0.117, -1.843, -0.431], [-0.581, 1.027, 1.605], [0.427, -0.788, 1.278], [1.548, 1.729, -1.953], [-1.388, -1.668, 1.718], [-1.094, 0.411, -1.664], [0.199, -0.150, -0.310], [-0.028, -0.174, 0.082], [0.213, -0.213, -0.207], [-0.719, 1.314, -0.396], [0.374, 0.403, -0.159], [0.237, 0.284, 0.268], [-0.162, -1.053, -0.267], [0.944, 2.350, 4.003], [0.588, -1.301, -2.223], [-0.347, -1.189, -1.574], [-0.781, -0.173, -0.095], [-0.037, 0.557, -0.090], [-0.188, 0.812, 0.096], [0.086, -0.184, 0.158], [0.222, 0.414, -0.001], [-0.388, -0.241, 0.034], [0.689, 1.247, 0.088], [-1.028, 1.559, 0.165], [1.199, -1.379, 0.073], [-0.187, 1.039, 0.889], [-0.567, -0.437, -0.286], [0.342, -0.727, 0.036], [0.283, 0.020, 0.251], [0.382, -0.315, -1.207], [-0.244, -0.170, -0.348], [-0.889, -0.772, 0.321], [0.737, 0.234, -0.307], [0.321, 1.313, -0.856], [-0.446, -0.487, 2.099], [0.739, 0.781, 0.054], [-1.156, 0.105, -0.004], [-0.192, 0.087, -0.649], [-0.387, -0.204, -0.352], [-0.171, -1.013, -0.615], [0.312, -0.190, 0.384], [0.255, -0.631, 0.186]]}


{"formula": "C16H27N2Tl", "method": "wB97M-V/def2-TZVPD", "total_charge": 2, "orbital_gap_ev": [4.973, 5.704], "e_above_lowest_kcal_mol": 0.8, "elements": ["C", "H", "H", "H", "C", "H", "H", "C", "H", "H", "H", "C", "C", "C", "C", "C", "C", "C", "C", "C", "C", "Tl", "H", "H", "H", "H", "H", "H", "H", "H", "H", "H", "H", "H", "H", "H", "H", "N", "C", "C", "N", "C", "H", "H", "H", "H"], "positions_angstrom": [[2.329752, -1.045447, -2.648986], [2.320409, -2.035524, -3.118570], [1.870079, -0.266968, -3.262911], [-1.064483, -1.993367, 0.898286], [3.623970, -0.658237, -1.970410], [3.731491, 0.437039, -2.010041], [3.605816, -0.923292, -0.896672], [4.868355, -1.302096, -2.601154], [5.758615, -1.077914, -2.005264], [4.765732, -2.390426, -2.672335], [5.033164, -0.909262, -3.609813], [-1.800360, 1.151415, 0.871500], [-0.514504, 1.695902, 0.648980], [-0.181971, 1.494034, -0.714997], [-1.252414, 0.781314, -1.324337], [-2.242438, 0.548251, -0.330517], [-3.528632, -0.155001, -0.523163], [-1.302275, 0.389223, -2.753644], [1.044914, 1.942284, -1.407661], [0.321148, 2.365644, 1.666160], [-2.575046, 1.282149, 2.123688], [0.659425, -1.495097, -0.906161], [-2.284517, -0.026671, -3.012094], [-1.125079, 1.264216, -3.400079], [-0.544648, -0.364624, -3.034953], [-3.533113, -0.725016, -1.460756], [-3.733325, -0.858443, 0.299295], [-4.373887, 0.552393, -0.559947], [-1.934265, 1.178419, 3.009457], [-3.051838, 2.274517, 2.191675], [-3.373680, 0.533818, 2.187211], [1.285930, 2.673624, 1.247361], [-0.176498, 3.264203, 2.064276], [0.526080, 1.703843, 2.522716], [1.763313, 1.121029, -1.577153], [0.809046, 2.368061, -2.395538], [1.562960, 2.716462, -0.826036], [-0.099107, -1.413512, 3.818764], [-1.391567, -1.879828, 4.053553], [-1.923364, -2.173676, 2.853134], [-0.942729, -1.900430, 1.905056], [0.127310, -1.369064, 2.506362], [0.556827, -1.101085, 4.528844], [-1.799239, -1.971421, 5.043396], [-2.876798, -2.583408, 2.574375], [1.061442, -1.118032, 2.009105]], "forces_ev_per_angstrom": [[1.054, 0.038, -0.896], [-0.180, 0.096, 0.207], [-0.198, -0.259, 0.188], [-0.071, 0.126, 0.508], [-0.060, 0.368, 0.386], [-0.087, -0.330, 0.147], [0.085, 0.031, -0.202], [-0.035, -0.202, -0.258], [-0.220, -0.008, -0.064], [0.046, 0.161, 0.042], [-0.056, -0.096, 0.164], [-1.586, -1.348, -1.494], [0.418, 0.202, -0.461], [-0.384, -1.185, -0.655], [2.321, 0.763, -0.056], [-0.375, 0.709, 2.974], [-0.546, -0.253, -0.179], [-0.483, 0.061, -0.442], [0.667, 0.394, -0.421], [0.378, 0.286, 0.072], [-0.303, 0.040, 0.508], [-0.024, 0.480, -0.487], [0.325, 0.097, -0.056], [0.015, -0.299, 0.136], [-0.135, 0.190, -0.065], [-0.130, 0.096, 0.246], [-0.041, 0.216, -0.200], [0.211, -0.260, -0.002], [-0.130, 0.039, -0.063], [0.113, -0.305, 0.031], [0.106, 0.175, 0.015], [-0.220, -0.024, 0.188], [0.087, -0.269, -0.040], [-0.148, 0.185, -0.110], [-0.143, 0.509, 0.064], [0.139, -0.066, 0.273], [-0.062, -0.201, -0.297], [-0.410, 0.343, -0.200], [0.617, 0.147, 0.192], [0.411, -0.164, -0.588], [-0.305, 0.472, 0.532], [-0.116, -1.023, -0.019], [-0.161, -0.084, -0.121], [0.012, 0.023, 0.068], [-0.060, 0.005, 0.053], [-0.339, 0.120, 0.382]]}


{"formula": "C16H27N6O4S", "method": "wB97M-V/def2-TZVPD", "total_charge": 1, "orbital_gap_ev": 9.672, "e_above_lowest_kcal_mol": 0.0, "elements": ["C", "C", "O", "C", "C", "N", "S", "C", "N", "C", "C", "C", "C", "N", "C", "C", "N", "N", "C", "C", "N", "H", "H", "H", "H", "H", "H", "H", "H", "H", "H", "H", "H", "H", "H", "H", "H", "H", "H", "H", "H", "H", "C", "O", "C", "O", "O", "C", "H", "H", "H", "H", "H", "H"], "positions_angstrom": [[3.259944, 2.171631, -0.971417], [2.599066, 3.529761, -1.015622], [2.073165, 3.903994, 0.259443], [0.689928, 3.810513, 0.375837], [0.330262, 3.183966, 1.732733], [0.314591, 1.725426, 1.678541], [1.760364, 0.914934, 2.148541], [-0.719498, 0.962099, 1.299314], [-0.697803, -0.389235, 1.316685], [-1.884459, -0.760669, 0.908880], [-2.218926, -2.177477, 0.828268], [-1.478892, -3.042776, 0.060140], [-1.815651, -4.368675, 0.042406], [-2.841683, -4.919267, 0.694771], [-3.534055, -4.050948, 1.433105], [-3.269442, -2.712060, 1.547959], [-2.653541, 0.272471, 0.609242], [-1.910932, 1.396832, 0.855795], [-2.542278, 2.677519, 0.593844], [-3.484759, 3.100148, 1.741727], [-3.078098, 2.505582, 3.020918], [4.028854, 2.092564, -1.727072], [2.555951, 1.345679, -1.022415], [3.772088, 2.099998, -0.015756], [3.355589, 4.267023, -1.260816], [1.848830, 3.597610, -1.799664], [0.202783, 4.788344, 0.343331], [0.250555, 3.178306, -0.395233], [-0.605167, 3.582289, 2.112970], [1.097951, 3.487552, 2.427896], [1.452867, 0.543146, 3.409976], [-0.644867, -2.692470, -0.520979], [-1.204267, -5.037578, -0.545038], [-4.373445, -4.450734, 1.983351], [-3.872317, -2.097689, 2.195113], [-3.602250, 0.250321, 0.274834], [-1.842195, 3.459368, 0.350190], [-3.157800, 2.550310, -0.288797], [-4.461957, 2.692915, 1.502208], [-3.607726, 4.179831, 1.754532], [-3.887338, 2.534585, 3.629855], [-2.414172, 3.126189, 3.474637], [3.962317, -4.886695, -4.463701], [3.410368, -4.683513, -3.158051], [3.016631, -3.440811, -2.917157], [3.080217, -2.511135, -3.675365], [2.526961, -3.392983, -1.672710], [2.067934, -2.102962, -1.287199], [4.238721, -5.934737, -4.521814], [3.223314, -4.665032, -5.230660], [4.848235, -4.271465, -4.604674], [1.256611, -1.773876, -1.937965], [2.881137, -1.379087, -1.307411], [1.698285, -2.189032, -0.267525]], "forces_ev_per_angstrom": [[-0.006, 0.118, 0.634], [0.554, 0.204, -0.175], [-0.175, -0.216, -0.291], [-0.524, -0.226, 0.788], [0.032, 0.372, -0.580], [0.530, -0.437, 0.735], [0.334, -0.022, -0.154], [-0.058, -0.040, -0.052], [0.481, 0.685, 0.170], [0.622, -0.781, 0.164], [-0.817, -0.125, 0.011], [0.522, 0.611, -0.214], [0.030, -1.208, -0.291], [0.248, 0.931, 0.093], [-0.587, -1.045, 0.213], [-0.082, 0.747, 0.011], [0.066, -0.327, 0.188], [-0.345, 0.496, -0.663], [-0.699, 0.423, 0.320], [-0.094, -0.706, 0.140], [-0.080, 0.695, -0.069], [-0.044, -0.193, -0.412], [-0.089, -0.142, -0.196], [0.127, -0.065, 0.155], [0.107, 0.229, 0.033], [-0.291, 0.012, -0.003], [0.099, 0.278, -0.214], [0.011, -0.003, -0.360], [-0.248, -0.139, 0.025], [0.187, -0.086, 0.266], [-0.295, 0.138, -0.131], [0.196, 0.041, -0.102], [-0.010, -0.184, -0.099], [-0.077, -0.173, 0.057], [-0.145, 0.089, 0.136], [-0.088, 0.402, -0.029], [0.512, -0.170, 0.036], [0.064, -0.054, -0.361], [-0.242, -0.029, 0.062], [0.159, 0.214, -0.075], [-0.005, -0.221, 0.121], [0.121, -0.146, 0.067], [0.114, -0.146, -0.192], [-0.010, -0.046, 0.035], [0.050, -0.155, -0.002], [-0.021, 0.129, -0.055], [-0.077, -0.023, 0.102], [-0.109, 0.158, 0.221], [-0.047, -0.015, 0.135], [0.013, 0.101, 0.013], [-0.057, 0.084, -0.013], [0.095, 0.072, -0.092], [-0.024, 0.029, -0.118], [0.072, -0.137, 0.014]]}


Question: Which formula does entry 2 have?
Answer: C16H27N2Tl